1) Computed, not measured: C48H58BiBrN5OP2SSe as an isolated structure, with wB97M-V/def2-TZVPD.

```
118
Properties=species:S:1:pos:R:3
Bi -0.560 -0.417 -0.585
C -2.971 3.770 -0.968
C -1.916 3.381 0.066
C -1.548 4.544 0.987
P -0.485 2.498 -0.738
C 0.005 3.509 -2.221
C 0.195 5.023 -2.132
C 1.223 2.831 -2.858
C 0.761 2.610 0.578
C 1.735 3.605 0.677
C 2.586 3.716 1.761
C 3.587 4.838 1.876
C 2.475 2.747 2.756
C 1.553 1.727 2.664
C 0.636 1.636 1.596
N -0.335 0.625 1.512
C -0.790 0.032 2.682
C -0.974 0.796 3.860
C -1.313 0.226 5.064
C -1.529 -1.149 5.182
C -1.900 -1.768 6.507
C -1.476 -1.889 4.019
C -1.146 -1.334 2.773
P -1.440 -2.283 1.256
C -0.317 -3.752 1.234
C -0.032 -4.474 2.550
C -0.797 -4.709 0.139
C -3.207 -2.872 1.415
C -3.475 -4.124 2.252
C -4.093 -1.724 1.906
H -3.864 4.148 -0.460
H -2.614 4.549 -1.650
H -3.260 2.879 -1.531
H -2.340 2.577 0.677
H -1.022 5.345 0.461
H -2.465 4.964 1.411
H -0.912 4.215 1.809
H -0.865 3.332 -2.868
H 1.101 5.289 -1.588
H 0.295 5.431 -3.143
H -0.650 5.518 -1.653
H 2.103 2.979 -2.227
H 1.071 1.755 -2.973
H 1.429 3.253 -3.846
H 1.819 4.341 -0.113
H 3.502 5.526 1.035
H 3.428 5.403 2.799
H 4.608 4.449 1.897
H 3.133 2.788 3.619
H 1.535 0.971 3.435
H -0.831 1.867 3.805
H -1.422 0.854 5.944
H -1.280 -1.372 7.314
H -2.942 -1.550 6.758
H -1.782 -2.852 6.485
H -1.700 -2.947 4.064
H 0.612 -3.303 0.877
H -0.922 -4.951 2.966
H 0.709 -5.257 2.360
H 0.380 -3.794 3.297
H -1.686 -5.265 0.442
H -1.026 -4.153 -0.770
H -0.008 -5.426 -0.095
H -3.471 -3.081 0.373
H -3.323 -3.935 3.316
H -4.523 -4.405 2.119
H -2.867 -4.977 1.959
H -3.853 -1.459 2.938
H -3.969 -0.843 1.276
H -5.144 -2.028 1.863
Br 3.656 -4.469 -6.287
C 2.792 -3.836 -4.703
C 1.611 -4.452 -4.269
C 1.004 -4.008 -3.129
C 1.511 -2.923 -2.332
O 0.918 -2.582 -1.261
C 2.734 -2.331 -2.809
C 3.500 -1.356 -2.072
N 3.176 -0.729 -1.005
C 4.177 0.009 -0.391
C 4.968 0.929 -1.046
C 6.027 1.586 -0.390
C 6.331 1.304 0.911
C 5.528 0.393 1.636
C 5.773 0.067 2.988
C 4.945 -0.801 3.636
C 3.852 -1.344 2.926
N 3.599 -1.083 1.672
C 4.418 -0.230 1.008
C 3.340 -2.813 -3.986
H 1.185 -5.267 -4.841
H 0.075 -4.459 -2.808
H 4.524 -1.226 -2.461
H 4.791 1.118 -2.098
H 6.617 2.312 -0.937
H 7.177 1.776 1.399
H 6.623 0.516 3.492
H 5.111 -1.069 4.672
H 3.164 -2.022 3.426
H 4.268 -2.360 -4.318
Se -3.026 0.030 -1.023
C -4.005 2.571 -4.435
C -3.724 1.104 -4.430
C -4.669 0.130 -4.468
C -4.231 -1.213 -4.374
N -2.966 -1.557 -4.361
C -2.016 -0.593 -4.328
S -0.381 -0.893 -4.213
N -2.433 0.725 -4.372
C -5.243 -2.306 -4.245
H -4.993 2.774 -4.843
H -3.257 3.107 -5.021
H -3.973 2.945 -3.408
H -5.722 0.374 -4.499
H -1.702 1.404 -4.221
H -6.029 -2.216 -4.996
H -5.702 -2.218 -3.257
H -4.758 -3.275 -4.323
```

Molecular weight   1182.885 g mol⁻¹
Charge   -1
Gap between HOMO and LUMO   6.4 eV
LUMO level   2.4 eV

Results of the Mulliken charge analysis, in e, for atoms 1 through 5: atom 1 (Bi): 2.50, atom 2 (C): -0.95, atom 3 (C): 0.90, atom 4 (C): -1.56, atom 5 (P): 0.63

=====

2) Computed, not measured: C48H58BiBrN5OP2SSe as an isolated structure, with wB97M-V/def2-TZVPD.

```
118
Properties=species:S:1:pos:R:3
Bi -0.264 0.224 -0.731
C 4.486 -0.331 -1.200
C 4.014 0.336 -2.495
C 4.930 1.519 -2.805
P 2.193 0.767 -2.474
C 1.744 0.714 -4.275
C 0.389 1.405 -4.491
C 2.754 1.176 -5.327
C 2.186 2.490 -1.888
C 2.262 3.675 -2.612
C 2.263 4.919 -1.988
C 2.466 6.189 -2.780
C 2.109 4.945 -0.605
C 2.013 3.783 0.148
C 2.126 2.524 -0.463
N 2.103 1.294 0.165
C 2.618 1.017 1.384
C 3.560 1.832 2.068
C 4.161 1.424 3.242
C 3.888 0.187 3.827
C 4.541 -0.253 5.115
C 2.983 -0.625 3.163
C 2.335 -0.253 1.983
P 1.088 -1.332 1.219
C 1.937 -2.741 0.381
C 3.265 -3.177 0.997
C 0.972 -3.918 0.170
C 0.072 -2.043 2.606
C -0.433 -0.904 3.499
C 0.665 -3.150 3.495
H 5.474 -0.780 -1.347
H 3.802 -1.111 -0.872
H 4.560 0.396 -0.389
H 4.077 -0.406 -3.298
H 4.881 2.250 -1.996
H 4.673 2.032 -3.730
H 5.966 1.171 -2.886
H 1.574 -0.362 -4.399
H 0.441 2.478 -4.287
H -0.383 0.967 -3.849
H 0.056 1.272 -5.526
H 2.992 2.238 -5.231
H 2.326 1.031 -6.325
H 3.689 0.616 -5.289
H 2.329 3.640 -3.696
H 2.025 6.110 -3.777
H 3.529 6.409 -2.911
H 2.016 7.047 -2.278
H 2.054 5.906 -0.101
H 1.849 3.843 1.216
H 3.844 2.779 1.629
H 4.882 2.085 3.718
H 5.355 0.421 5.389
H 4.956 -1.260 5.031
H 3.831 -0.264 5.947
H 2.778 -1.602 3.583
H 2.134 -2.330 -0.615
H 3.138 -3.616 1.988
H 3.965 -2.347 1.091
H 3.721 -3.938 0.355
H 0.782 -4.469 1.091
H 1.411 -4.611 -0.552
H 0.021 -3.581 -0.243
H -0.781 -2.456 2.058
H 0.387 -0.494 4.092
H -1.194 -1.288 4.189
H -0.868 -0.093 2.911
H 1.262 -2.726 4.303
H 1.277 -3.873 2.968
H -0.159 -3.700 3.960
Br -7.531 0.278 2.895
C -5.715 0.514 2.361
C -4.738 0.789 3.329
C -3.417 0.906 2.944
C -3.002 0.756 1.581
O -1.794 0.813 1.219
C -4.024 0.584 0.635
C -3.706 0.642 -0.786
N -2.537 0.866 -1.252
C -2.362 0.910 -2.645
C -2.755 -0.119 -3.455
C -2.557 -0.063 -4.854
C -1.991 1.032 -5.434
C -1.571 2.118 -4.623
C -1.001 3.296 -5.160
C -0.616 4.301 -4.325
C -0.774 4.118 -2.931
N -1.302 3.052 -2.392
C -1.721 2.053 -3.221
C -5.355 0.435 1.031
H -5.021 0.915 4.367
H -2.651 1.142 3.674
H -4.557 0.521 -1.469
H -3.183 -1.002 -2.996
H -2.865 -0.904 -5.464
H -1.844 1.085 -6.507
H -0.878 3.380 -6.234
H -0.189 5.220 -4.706
H -0.444 4.893 -2.242
H -6.109 0.252 0.272
Se -0.706 -1.773 -2.189
C -4.641 -2.396 5.211
C -4.619 -3.287 4.013
C -5.100 -4.557 3.979
C -5.041 -5.240 2.740
N -4.523 -4.736 1.646
C -3.991 -3.466 1.675
S -3.273 -2.673 0.416
N -4.087 -2.785 2.885
C -5.581 -6.639 2.650
H -4.902 -2.964 6.102
H -5.379 -1.603 5.066
H -3.668 -1.922 5.357
H -5.532 -5.010 4.860
H -3.755 -1.824 2.861
H -6.398 -6.803 3.352
H -4.782 -7.350 2.880
H -5.913 -6.832 1.632
```

Molecular weight   1182.885 g mol⁻¹
Charge   -1
Gap between HOMO and LUMO   5.8 eV
LUMO level   2.2 eV

Results of the Mulliken charge analysis, in e, for atoms 1 through 5: atom 1 (Bi): 2.43, atom 2 (C): -1.62, atom 3 (C): 0.37, atom 4 (C): -1.65, atom 5 (P): 0.68

=====

Stability check: which of them is most stable? 1).

=====

1) Computed, not measured: C6H13NS as an isolated structure, with wB97M-V/def2-TZVPD.

```
21
Properties=species:S:1:pos:R:3
C -1.350 1.726 1.354
C -0.288 0.597 1.027
C -0.536 -0.731 0.301
C 0.795 -0.454 -0.501
C 1.431 -0.963 -1.827
C 0.571 1.112 -0.130
H -2.220 1.653 0.706
H -2.095 1.590 2.396
H -0.830 2.768 1.760
H 0.378 0.413 1.793
H -1.434 -0.243 -0.415
H -0.100 -2.094 1.909
H -0.791 -2.902 0.464
H 1.500 -0.772 0.159
H 2.843 -0.980 -1.664
H 1.206 -0.287 -3.060
H 1.036 -2.210 -1.936
H 1.425 1.606 0.141
H -0.532 0.303 -2.012
N -0.905 -2.013 1.238
S -0.104 1.878 -1.703
```

Molecular weight   131.244 g mol⁻¹
Gap between HOMO and LUMO   9.4 eV
LUMO level   0.4 eV

Results of the Mulliken charge analysis, in e, for atoms 1 through 5: atom 1 (C): -1.23, atom 2 (C): 0.19, atom 3 (C): 0.19, atom 4 (C): -0.93, atom 5 (C): -1.05

=====

2) Computed, not measured: one molecule with the formula C6H13NS, with wB97M-V/def2-TZVPD.

```
21
Properties=species:S:1:pos:R:3
C 0.763 1.585 -0.510
C 1.083 0.437 0.380
C 2.571 0.142 0.613
C 0.207 -0.519 0.787
C -1.332 -0.305 0.935
C -2.198 -0.984 -0.172
H 1.143 2.485 -0.025
H -0.297 1.657 -0.683
H 1.291 1.498 -1.456
H 2.644 -0.228 1.665
H 3.179 1.035 0.442
H 2.097 -1.800 -0.771
H 0.601 -1.479 1.144
H -1.627 -0.787 1.886
H -1.483 0.827 1.044
H -3.201 -1.177 0.177
H -1.691 -1.959 -0.371
H -1.480 0.128 -1.701
H -3.028 0.545 -1.272
N -2.378 -0.206 -1.357
S 3.137 -0.895 -0.754
```

Molecular weight   131.244 g mol⁻¹
Gap between HOMO and LUMO   9.4 eV
LUMO level   0.9 eV
SMILES   C/C(=C\CCN)CS

Results of the Mulliken charge analysis, in e, for atoms 1 through 5: atom 1 (C): -1.40, atom 2 (C): 0.73, atom 3 (C): -0.90, atom 4 (C): -0.47, atom 5 (C): -0.78

=====

Stability check: which of them is most stable? 2).

=====

1) Computed, not measured: one molecule with the formula CH4INS, with wB97M-V/def2-TZVPD.

```
8
Properties=species:S:1:pos:R:3
C 0.746 -0.888 -0.065
N -0.572 0.328 0.248
S -0.057 1.802 -0.368
I -2.529 -0.428 -0.309
H 1.464 -0.605 0.730
H 0.340 -1.992 0.135
H 1.173 -0.753 -0.984
H -0.566 2.535 0.613
```

Molecular weight   189.021 g mol⁻¹
Gap between HOMO and LUMO   7.9 eV
LUMO level   -0.7 eV
SMILES   CN(S)I

Results of the Mulliken charge analysis, in e, for atoms 1 through 5: atom 1 (C): -0.60, atom 2 (N): -0.40, atom 3 (S): -0.09, atom 4 (I): 0.09, atom 5 (H): 0.28

=====

2) Computed, not measured: a 2-piece molecular cluster, CH4INS overall, with wB97M-V/def2-TZVPD.

```
8
Properties=species:S:1:pos:R:3
C 0.842 0.050 -0.721
N -0.686 -1.081 0.331
S -2.155 -0.465 0.090
I 2.713 -0.085 0.043
H 0.309 0.887 -0.522
H 0.734 -0.194 -1.855
H -0.668 -1.976 0.085
H -2.703 -1.096 -1.096
```

Molecular weight   189.021 g mol⁻¹
Gap between HOMO and LUMO (alpha / beta)   7.8 / 7.8 eV
LUMO level (alpha / beta)   -0.3 / -0.3 eV

Results of the Mulliken charge analysis, in e, for atoms 1 through 5: atom 1 (C): -0.56, atom 2 (N): -0.43, atom 3 (S): -0.10, atom 4 (I): 0.13, atom 5 (H): 0.31

=====

Stability check: which of them is most stable? 1).